ORCA calculation (wB97M-V/def2-TZVPD) on the ion C7H17N4O with charge +1 at a distorted geometry.

XYZ file:
```
29
Properties=species:S:1:pos:R:3:forces:R:3
C -1.09407 1.82935 -0.42488 -0.75 -3.02 -0.29
C -1.73658 -0.57986 -0.32231 1.58 3.99 -0.31
C 0.15628 1.40639 0.35968 -2.64 -2.23 -0.29
C -2.53239 -1.44490 -1.09719 -2.07 -2.40 -0.25
C 0.70668 2.60643 1.08184 3.33 -0.86 -0.44
C 2.15563 -1.46394 -0.98691 1.57 0.07 1.62
C 1.14850 0.65574 -0.59861 2.52 3.19 1.31
N -0.43882 0.36459 1.32917 2.10 0.76 1.38
N -1.05574 -0.73766 0.71089 -0.27 0.44 0.92
N -0.85527 -1.83412 1.53221 1.38 -0.04 2.11
N 1.71565 -0.50927 0.00584 0.48 0.42 0.68
O -2.11860 2.33806 0.26408 1.66 -0.02 -0.32
H -3.39990 -1.91675 -0.46658 1.25 0.93 -1.11
H -1.88842 -2.33793 -1.34883 -0.78 0.80 -0.49
H -2.95123 -0.85205 -1.96196 0.41 -1.32 0.71
H 1.61215 2.34683 1.73913 -1.05 0.30 -1.24
H 0.04867 3.05021 1.71770 -2.26 0.96 1.81
H 0.96658 3.39349 0.34857 0.27 -0.57 0.26
H 1.28419 -1.79003 -1.44678 -1.25 -0.49 -1.86
H 3.00718 -1.06220 -1.58975 -0.88 -0.69 -0.08
H 2.43428 -2.31403 -0.37274 0.70 -0.36 -0.38
H 2.01470 1.47144 -0.72225 -1.78 -1.54 -0.61
H 0.74048 0.33694 -1.52469 -0.65 0.29 -0.94
H 0.36062 -0.11110 1.80881 -0.46 0.96 -0.52
H -0.76516 -1.58471 2.55088 -0.22 0.12 -1.63
H -1.49340 -2.58367 1.48961 -1.19 -0.61 -0.82
H -0.88574 1.83866 -1.53348 -1.19 0.66 1.05
H 2.56245 -0.24556 0.49320 -0.17 0.12 0.42
H -3.01677 2.29580 -0.09071 0.35 0.12 -0.70
```
Positions in Å, forces in eV/Å.

## Properties
Lowest unoccupied orbital energy   -4.02 eV
Electronic energy   -570.71887 Eh
Gap between HOMO and LUMO   8.5 eV
Energy above the lowest of the compared OMol25 structures with the same formula, charge and spin   666.1 kJ/mol
Total charge   +1

***

ORCA calculation (wB97M-V/def2-TZVPD) on a structure of composition C29H51MgN4PSe3Te.

XYZ file:
```
90
Properties=species:S:1:pos:R:3:forces:R:3
Mg 2.01045 1.14158 1.13966 0.55 -0.12 -0.34
C 0.22749 3.62851 1.19785 0.25 -0.10 0.02
C 1.28112 3.90205 0.13189 0.13 -0.18 0.19
N 2.52868 3.17089 0.42879 -0.08 0.48 -0.11
C 3.38411 3.80592 1.43824 -0.10 -0.06 0.03
C 2.97508 3.39193 2.83377 0.01 -0.09 0.02
C 3.06279 4.19249 3.96403 0.06 0.01 0.02
C 2.69296 3.65039 5.18667 0.00 0.02 -0.01
C 2.24060 2.33835 5.25941 0.04 0.01 0.06
C 2.17359 1.60792 4.08578 0.09 -0.04 -0.15
C 1.75111 0.15690 3.99109 -0.09 0.07 -0.08
N 0.98061 -0.10776 2.75693 -0.05 0.15 0.24
C -0.44107 0.28253 2.82810 0.10 0.09 0.00
C -0.61761 1.77996 2.59633 0.18 -0.13 -0.02
N 0.11206 2.17645 1.38948 -0.46 0.04 -0.24
N 2.53603 2.13850 2.92040 -0.19 0.29 0.42
H 0.54175 4.06509 2.14849 -0.07 -0.03 0.07
H -0.72502 4.09155 0.92498 -0.03 0.00 -0.03
H 0.92894 3.53152 -0.82974 0.03 -0.03 -0.16
H 1.45016 4.97920 0.03798 0.01 0.02 0.00
H 3.03660 3.06885 -0.45535 0.03 -0.18 0.00
H 4.39861 3.43060 1.28112 0.05 -0.02 -0.06
H 3.41271 4.89635 1.34665 -0.06 0.02 0.00
H 3.40910 5.21555 3.88684 -0.01 -0.04 0.00
H 2.74784 4.25357 6.08507 0.00 -0.02 -0.04
H 1.94461 1.90117 6.20442 0.00 0.00 -0.03
H 2.67079 -0.42965 3.93205 0.01 -0.05 -0.01
H 1.20730 -0.14635 4.89082 -0.05 0.01 0.01
H 1.03702 -1.09633 2.54551 0.06 -0.05 -0.06
H -0.96166 -0.24933 2.03342 0.01 -0.10 -0.02
H -0.89155 0.00643 3.78663 -0.01 -0.03 0.04
H -1.68456 2.01668 2.54211 -0.03 0.00 -0.03
H -0.20518 2.34003 3.43609 0.00 0.09 0.01
H -0.34271 1.76016 0.57662 -0.16 0.04 0.02
Se 4.22105 -0.13145 1.13472 -0.15 -0.33 -0.10
Se 5.44767 1.19839 -0.35924 0.12 0.22 0.17
Te 4.61960 0.71093 -2.66284 -0.08 -0.17 -0.10
Se 2.41347 1.84275 -2.70649 -0.34 0.02 0.28
C -3.72243 -3.91991 0.56719 0.01 0.11 0.03
C -4.29303 -2.59812 0.02261 0.09 -0.01 0.05
C -3.20995 -1.51147 -0.10319 -0.06 -0.16 -0.07
C -1.86073 -2.11616 -0.50422 0.00 0.25 0.25
C -1.36521 -3.07528 0.60885 -0.22 -0.02 0.03
C -2.51651 -3.63761 1.45742 -0.01 -0.02 -0.11
P -0.59218 -0.78923 -0.82081 0.00 -0.25 -0.44
C -1.32369 0.29305 -2.15759 -0.27 -0.07 0.27
C -2.08882 -0.38546 -3.31677 -0.06 0.17 -0.06
C -3.08878 0.57686 -3.98208 0.13 0.03 0.01
C -2.48892 1.97770 -4.08550 -0.04 -0.04 0.09
C -2.23393 2.56849 -2.68008 0.01 -0.09 -0.05
C -2.17048 1.46185 -1.61846 0.15 0.06 -0.15
C 0.71020 -1.72839 -1.75999 -0.07 -0.07 0.13
C 0.24396 -2.63246 -2.93352 0.00 -0.08 0.10
C 0.56479 -4.11087 -2.70471 0.11 0.04 -0.03
C 2.05905 -4.36007 -2.45828 -0.05 0.10 0.08
C 2.69452 -3.24637 -1.59799 -0.12 -0.08 -0.04
C 1.62954 -2.50229 -0.79903 0.02 -0.01 -0.07
H -3.40215 -4.56085 -0.26061 -0.02 0.00 0.03
H -4.49180 -4.46618 1.11514 0.00 -0.03 -0.04
H -5.08377 -2.23550 0.68442 -0.02 -0.01 -0.03
H -4.75161 -2.76963 -0.95396 -0.01 0.01 0.01
H -3.09795 -0.98133 0.84996 0.00 0.03 -0.04
H -3.53236 -0.77595 -0.83925 0.00 0.02 0.06
H -2.00619 -2.68477 -1.42732 0.00 -0.02 0.03
H -0.64875 -2.56332 1.26092 0.04 -0.02 -0.02
H -0.83334 -3.91010 0.15071 0.02 0.03 0.03
H -2.80501 -2.92504 2.23805 0.02 -0.03 0.00
H -2.18721 -4.54721 1.96347 0.01 0.03 0.03
H -0.41495 0.74675 -2.55703 0.21 0.07 -0.11
H -2.62745 -1.27390 -2.97412 0.05 0.01 -0.04
H -1.36847 -0.70551 -4.07177 -0.05 -0.06 0.05
H -4.01959 0.61900 -3.40762 -0.01 -0.01 -0.03
H -3.34727 0.19863 -4.97312 -0.04 0.00 0.02
H -3.14805 2.63158 -4.65917 0.06 0.02 -0.01
H -1.54356 1.91258 -4.63164 -0.04 0.01 -0.02
H -3.01532 3.28611 -2.41571 0.02 0.00 -0.01
H -1.28118 3.10734 -2.68729 -0.06 0.03 0.03
H -3.18027 1.12883 -1.37178 0.02 0.00 0.04
H -1.75816 1.87693 -0.69607 0.02 -0.01 0.06
H 1.31192 -0.91465 -2.17137 0.14 0.11 -0.03
H 0.73452 -2.29670 -3.85301 -0.03 -0.01 0.03
H -0.82826 -2.54528 -3.10403 0.08 0.02 -0.07
H 0.23253 -4.68917 -3.57030 -0.04 -0.02 0.04
H -0.01357 -4.47465 -1.84862 0.00 0.01 -0.03
H 2.58147 -4.42753 -3.41547 0.00 -0.02 0.01
H 2.17407 -5.32863 -1.96549 0.04 -0.01 -0.04
H 3.20375 -2.52168 -2.23450 0.08 0.06 -0.01
H 3.44820 -3.66023 -0.92606 0.02 0.02 -0.03
H 2.10742 -1.80252 -0.11373 0.07 0.05 0.05
H 1.07042 -3.22401 -0.19572 0.05 0.08 -0.02
```
Positions in Å, forces in eV/Å.

## Properties
Lowest unoccupied orbital energy   -0.09 eV
Electronic energy   -9368.59127 Eh
Gap between HOMO and LUMO   5.7 eV
Energy above the lowest of the compared OMol25 structures with the same formula, charge and spin   65.9 kJ/mol

***

ORCA calculation (wB97M-V/def2-TZVPD) on a structure of composition C3H6O3Tl at a distorted geometry.

XYZ file:
```
13
Properties=species:S:1:pos:R:3:forces:R:3
H -0.03939 1.15508 2.00029 -0.11 -0.70 0.62
O -0.96686 0.23799 -0.65171 0.64 1.86 -2.85
C 0.24925 0.28405 -0.44603 0.29 -4.20 2.31
O 0.90962 -0.82847 -0.31022 1.75 2.27 -2.29
Tl -2.66444 -0.25392 0.17126 -4.02 -1.12 1.23
O 0.81986 1.26840 0.17093 1.23 1.70 1.49
C 0.12505 1.92439 1.24164 0.78 1.63 -0.76
H -0.84146 2.31597 0.90022 -0.29 0.00 -0.11
H 0.74702 2.73287 1.64075 0.20 -0.23 -0.21
C 0.49684 -1.98048 -1.06564 -0.38 -1.23 -0.13
H -0.27457 -2.41594 -0.42822 -0.16 -0.81 0.01
H 0.08926 -1.77937 -2.06137 -0.03 0.66 0.15
H 1.34984 -2.66057 -1.16191 0.10 0.16 0.53
```
Positions in Å, forces in eV/Å.

## Properties
Lowest unoccupied orbital energy (alpha / beta)   -19.94 / -20.39 eV
Electronic energy   -514.50801 Eh
Gap between HOMO and LUMO (alpha / beta)   6.7 / 5.5 eV
Energy above the lowest of the compared OMol25 structures with the same formula, charge and spin   20.2 kJ/mol
Total charge   +3

***

Question: Look up the electronic energy of the first one.
Answer: -570.71887 Eh

***

Question: What is the formula in the first record?
Answer: C7H17N4O

***

Question: Among the records above, which one has the lowest energy above the lowest of the compared OMol25 structures with the same formula, charge and spin?
Answer: C3H6O3Tl